# 1
This record from the Open Molecules 2025 dataset describes a 10-piece molecular cluster, C36H92O30S8 overall in a non-equilibrium geometry. The level of theory is the ωB97M-V functional and the def2-TZVPD basis.

Cartesian coordinates (Å):
C 3.515 -7.782 4.087
C 2.927 -7.154 2.815
O 3.919 -6.214 2.319
S 3.947 -5.997 0.662
C 2.359 -4.968 0.469
O 5.167 -5.227 0.398
O 3.800 -7.223 -0.056
H 4.026 -7.011 4.664
H 4.290 -8.526 3.902
H 2.758 -8.393 4.579
H 2.730 -7.917 2.062
H 1.999 -6.644 3.075
H 2.495 -4.226 1.256
H 1.557 -5.634 0.787
H 2.344 -4.471 -0.501
C 8.844 -1.891 -1.505
C 7.519 -1.004 -1.390
O 7.489 -0.188 -2.570
S 8.095 1.336 -2.476
C 6.670 2.106 -1.625
O 9.226 1.366 -1.542
O 8.147 1.848 -3.861
H 9.681 -1.320 -1.103
H 9.141 -2.161 -2.518
H 8.583 -2.701 -0.823
H 6.578 -1.553 -1.424
H 7.477 -0.455 -0.449
H 5.791 2.024 -2.265
H 6.917 3.146 -1.410
H 6.591 1.612 -0.657
C -4.348 -0.386 6.646
C -4.946 -1.177 5.505
O -6.200 -0.530 5.111
S -6.937 -1.187 3.763
C -7.970 -2.457 4.562
O -7.773 -0.127 3.172
O -5.884 -1.806 2.935
H -4.523 -0.695 7.677
H -4.726 0.635 6.696
H -3.274 -0.479 6.486
H -4.250 -1.112 4.669
H -5.056 -2.246 5.685
H -8.459 -2.991 3.747
H -8.715 -1.960 5.183
H -7.337 -3.092 5.181
C -5.246 0.663 -6.207
C -5.625 1.295 -4.831
O -6.625 0.498 -4.220
S -7.738 1.295 -3.260
C -7.860 -0.088 -2.060
O -7.099 2.395 -2.574
O -8.990 1.448 -4.010
H -4.617 1.333 -6.792
H -6.200 0.483 -6.703
H -4.683 -0.261 -6.075
H -4.686 1.330 -4.280
H -5.935 2.322 -5.026
H -6.887 -0.121 -1.569
H -8.142 -1.013 -2.563
H -8.620 0.218 -1.342
C 2.591 -4.856 10.347
C 2.209 -3.950 11.481
O 0.817 -3.763 11.607
S 0.035 -2.686 10.556
C -1.047 -1.804 11.854
O 0.963 -1.723 10.004
O -0.879 -3.416 9.674
H 2.298 -4.371 9.416
H 2.065 -5.809 10.410
H 3.651 -4.994 10.135
H 2.585 -4.283 12.448
H 2.698 -2.991 11.311
H -1.696 -2.577 12.264
H -1.760 -1.118 11.397
H -0.401 -1.356 12.608
C -0.071 -2.277 -8.267
C 0.811 -3.325 -7.518
O 0.498 -3.453 -6.194
S 1.274 -4.632 -5.278
C 2.927 -3.810 -5.057
O 0.488 -4.766 -4.043
O 1.469 -5.805 -6.127
H 0.039 -1.297 -7.803
H -1.121 -2.536 -8.135
H 0.342 -2.081 -9.257
H 0.720 -4.275 -8.045
H 1.833 -2.949 -7.557
H 2.643 -2.810 -4.730
H 3.491 -3.768 -5.989
H 3.515 -4.352 -4.316
C -2.759 6.280 -1.432
C -3.154 4.842 -1.082
O -2.326 4.321 -0.039
S -2.949 3.381 1.225
C -3.345 1.823 0.289
O -1.879 3.190 2.200
O -4.201 3.971 1.780
H -3.543 6.697 -2.064
H -1.824 6.266 -1.992
H -2.558 6.943 -0.590
H -4.218 4.834 -0.844
H -3.141 4.157 -1.929
H -4.196 1.941 -0.382
H -3.595 1.001 0.959
H -2.499 1.579 -0.353
C -2.361 4.959 -9.292
C -3.641 5.196 -10.017
O -4.638 4.764 -9.233
S -6.177 4.747 -9.806
C -6.530 6.586 -9.781
O -6.098 4.323 -11.187
O -6.949 4.069 -8.766
H -1.534 5.424 -9.828
H -2.281 3.874 -9.224
H -2.317 5.360 -8.280
H -3.731 6.268 -10.189
H -3.655 4.638 -10.954
H -7.616 6.678 -9.777
H -6.167 6.894 -10.762
H -6.053 7.021 -8.903
C 0.264 2.126 -2.982
O -0.283 0.947 -2.444
C 0.716 -0.067 -2.251
C 1.520 0.107 -0.944
O 0.779 -0.564 0.075
C 1.098 -0.195 1.419
C 0.261 -0.776 2.518
O 0.723 -2.075 2.993
C 0.315 -2.214 4.384
H 0.792 2.736 -2.249
H -0.491 2.810 -3.370
H 0.911 1.896 -3.828
H 1.379 -0.143 -3.113
H 0.284 -1.067 -2.213
H 1.779 1.149 -0.756
H 2.449 -0.442 -1.097
H 0.917 0.878 1.491
H 2.133 -0.466 1.629
H -0.760 -0.906 2.160
H 0.084 -0.042 3.305
H -0.747 -2.347 4.591
H 0.528 -1.261 4.868
H 0.787 -3.067 4.871
C 5.267 -0.915 3.141
O 5.342 0.512 2.941
C 4.916 1.174 4.087
C 4.860 2.687 3.814
O 4.039 2.925 2.681
C 3.260 4.118 2.695
C 2.635 4.454 1.312
O 3.722 4.775 0.357
C 3.251 5.687 -0.629
H 5.778 -1.418 2.320
H 4.208 -1.168 3.198
H 5.691 -1.120 4.123
H 5.427 1.019 5.038
H 3.877 0.900 4.269
H 5.894 3.025 3.743
H 4.448 3.112 4.730
H 3.818 4.991 3.034
H 2.347 3.967 3.270
H 2.135 5.415 1.433
H 1.909 3.756 0.896
H 2.355 5.391 -1.173
H 3.949 5.835 -1.453
H 3.151 6.698 -0.234

## Properties
2S+1 = 1
E_tot = -186918.2029 eV
SMILES = CCOS(C)(=O)=O.CCOS(C)(=O)=O.CCOS(C)(=O)=O.CCOS(C)(=O)=O.CCOS(C)(=O)=O.CCOS(C)(=O)=O.CCOS(C)(=O)=O.CCOS(C)(=O)=O.COCCOCCOC.COCCOCCOC
Energy above the lowest of the compared OMol25 structures with the same formula, charge and spin = 5.458 eV
Maximum force = 4.8 eV Å⁻¹
Kohn-Sham gap = 9.888 eV
HOMO = -9.8061 eV



# 2
This record from the Open Molecules 2025 dataset describes C4H9NO as an isolated structure. The level of theory is the ωB97M-V functional and the def2-TZVPD basis.

Cartesian coordinates (Å):
C 1.830 -0.066 0.226
C 0.697 -0.499 -0.686
C -0.200 0.471 -1.169
N -1.748 0.599 0.037
C -1.644 -0.198 1.065
O -1.103 -1.352 0.958
H 2.306 -0.929 0.702
H 2.614 0.502 -0.293
H 1.449 0.572 1.036
H -0.254 -1.155 0.154
H 0.866 -1.360 -1.335
H -0.802 0.248 -2.045
H 0.006 1.531 -1.026
H -2.047 1.536 0.301
H -1.969 0.099 2.074

## Properties
2S+1 = 1
E_tot = -7829.0624 eV
Energy above the lowest of the compared OMol25 structures with the same formula, charge and spin = 3.258 eV
Maximum force = 0.4 eV Å⁻¹
Kohn-Sham gap = 9.008 eV
HOMO = -8.0680 eV



# 3
This record from the Open Molecules 2025 dataset describes C26H48Br12NbO5S as an isolated structure in a non-equilibrium geometry. The level of theory is the ωB97M-V functional and the def2-TZVPD basis.

Cartesian coordinates (Å):
C -1.857 4.059 4.113
C -3.062 3.498 3.318
C -4.386 4.165 3.744
C -4.511 5.545 3.066
Nb -6.218 2.790 3.480
C -5.646 1.789 5.448
C -4.760 0.563 5.260
O -5.499 -0.556 4.759
C -6.847 3.963 1.593
S -8.417 3.512 0.964
O -8.662 4.108 -0.335
O -9.405 3.910 1.943
O -5.271 1.279 2.448
C -5.007 1.310 1.159
O -5.816 1.296 0.264
C -3.543 1.205 0.808
C -2.804 0.219 1.456
C -1.444 0.059 1.213
C -0.831 0.923 0.311
C -1.573 1.899 -0.342
C -2.929 2.058 -0.097
H -1.019 3.372 3.978
H -2.145 4.154 5.155
H -1.580 5.020 3.687
H -2.888 3.801 2.280
H -3.064 2.409 3.316
H -4.321 4.362 4.820
H -5.441 6.018 3.378
H -3.687 6.202 3.374
H -4.480 5.468 1.979
H -7.790 1.825 3.445
H -7.117 4.027 4.424
H -5.091 2.541 6.014
H -6.532 1.465 5.995
H -4.374 0.251 6.238
H -3.895 0.742 4.617
H -5.168 -0.765 3.884
H -6.088 3.956 0.809
H -7.000 5.003 1.882
H -8.453 2.160 0.893
H -3.274 -0.432 2.181
H -0.901 -0.711 1.743
H 0.222 0.807 0.129
H -1.053 2.553 -1.030
H -3.508 2.830 -0.584
Br 0.173 -1.350 -1.275
C 1.134 -1.800 -2.908
C 2.462 -1.098 -2.965
Br 2.264 0.788 -3.417
H 0.482 -1.544 -3.737
H 1.278 -2.879 -2.881
H 3.085 -1.517 -3.752
H 2.996 -1.144 -2.022
Br -1.819 6.985 6.742
C -1.497 5.972 8.369
C -0.119 5.362 8.382
Br -0.014 3.802 7.227
H -2.285 5.228 8.439
H -1.601 6.689 9.180
H 0.126 4.999 9.378
H 0.648 6.053 8.050
Br 7.185 -3.301 -5.436
C 5.704 -3.662 -6.650
C 4.404 -3.143 -6.100
Br 3.723 -4.290 -4.683
H 5.694 -4.734 -6.822
H 5.957 -3.151 -7.577
H 3.634 -3.146 -6.868
H 4.493 -2.145 -5.682
Br 7.626 -2.719 -10.549
C 9.017 -2.249 -9.271
C 10.196 -3.182 -9.357
Br 9.805 -4.893 -8.524
H 8.555 -2.253 -8.289
H 9.314 -1.235 -9.529
H 11.038 -2.774 -8.802
H 10.503 -3.390 -10.377
Br 2.752 -10.596 -2.630
C 3.124 -9.022 -3.711
C 3.252 -7.783 -2.867
Br 1.516 -7.134 -2.273
H 2.327 -8.950 -4.445
H 4.064 -9.236 -4.215
H 3.679 -6.971 -3.451
H 3.850 -7.938 -1.976
Br 5.828 -6.047 -0.596
C 6.116 -4.495 -1.736
C 6.216 -3.227 -0.934
Br 4.467 -2.630 -0.327
H 5.299 -4.463 -2.452
H 7.049 -4.693 -2.259
H 6.597 -2.419 -1.555
H 6.838 -3.329 -0.051

## Properties
2S+1 = 1
E_tot = -890870.8137 eV
Maximum force = 2.8 eV Å⁻¹
Kohn-Sham gap = 5.733 eV
HOMO = -4.8216 eV
Charge = -1